Entry 1:
An isolated molecule of C3H5N3. Source: the OMol25 dataset; level of theory: ωB97M-V with the def2-TZVPD basis set.

```
! RIJCOSX wB97M-V def2-TZVPD def2/J DEFGRID3
* xyz 0 1
C 0.20 0.07 -1.88
C 0.28 0.32 0.00
C -0.14 -0.55 0.92
N -0.36 0.15 2.16
N -0.16 1.34 2.33
N 0.60 1.18 -0.80
H -0.87 0.07 -2.10
H 0.56 -0.96 -1.71
H 0.81 0.49 -2.65
H -0.23 -1.62 0.81
H -0.69 -0.49 2.91
*
```

Properties
* energy relative to the best compared isomer or geometry (same formula, charge and spin): 613.6 kJ/mol
* electronic energy: -281.3563 hartree
* HOMO: -7.91 eV



Entry 2:
An isolated molecule of C3H5N3. Source: the OMol25 dataset; level of theory: ωB97M-V with the def2-TZVPD basis set.

```
! RIJCOSX wB97M-V def2-TZVPD def2/J DEFGRID3
* xyz 0 1
N -2.02 -0.28 0.14
C -0.61 -0.19 0.04
N 0.21 -1.21 -0.16
N 1.44 -0.65 -0.15
C 1.42 0.69 0.03
C 0.09 1.03 0.16
H -2.47 -0.29 -0.77
H -2.30 -1.13 0.62
H 2.24 -1.25 -0.28
H 2.33 1.28 0.05
H -0.38 1.98 0.34
*
```

Properties
* energy relative to the best compared isomer or geometry (same formula, charge and spin): 54.0 kJ/mol
* electronic energy: -281.5695 hartree
* HOMO: -9.11 eV
* SMILES string: Nc1cc[nH]n1



Entry 3:
A cluster of 2 separate species, C3H5N3 in total. Source: the OMol25 dataset; level of theory: ωB97M-V with the def2-TZVPD basis set.

```
! RIJCOSX wB97M-V def2-TZVPD def2/J DEFGRID3
* xyz 0 1
N 0.88 -2.50 0.74
C 0.79 -1.35 1.14
C -0.41 0.55 -1.70
N -0.73 1.23 -0.68
C -1.05 1.72 0.40
N 0.87 -0.22 1.62
H 0.60 -2.71 -0.21
H 0.45 -0.12 -1.64
H -0.96 0.67 -2.63
H -0.58 2.68 0.63
H 0.04 0.17 2.06
*
```

Properties
* energy relative to the best compared isomer or geometry (same formula, charge and spin): 343.4 kJ/mol
* electronic energy: -281.4593 hartree
* HOMO: -8.59 eV



Entry 4:
An isolated molecule of C3H5N3. Source: the OMol25 dataset; level of theory: ωB97M-V with the def2-TZVPD basis set.

```
! RIJCOSX wB97M-V def2-TZVPD def2/J DEFGRID3
* xyz 0 1
C -1.60 -0.69 -0.09
N -0.15 1.12 -0.25
C 1.10 1.23 0.14
C 1.70 -0.05 0.05
N 0.79 -0.92 -0.34
N -0.30 -0.18 -0.55
H -1.61 -1.78 0.03
H -1.70 -0.21 0.89
H -2.39 -0.34 -0.75
H 1.43 2.15 0.60
H 2.72 -0.34 0.27
*
```

Properties
* energy relative to the best compared isomer or geometry (same formula, charge and spin): 142.4 kJ/mol
* electronic energy: -281.5358 hartree
* HOMO: -9.85 eV
* SMILES string: Cn1nccn1